The following is a DFT calculation (ωB97M-V/def2-TZVPD) of C9H12Cl2F3NOW as an isolated structure in a non-equilibrium geometry.

Output
frontier orbital gap	6.4521	eV
strongest force on any atom	0.049	hartree/bohr
charge	+4
LUMO energy	-18.418	eV

```
29
Properties=species:S:1:pos:R:3:lowdin_charge:R:1
W -0.330 -0.703 -0.059 1.3728
Cl -2.041 0.927 0.240 0.8230
Cl -0.935 -2.672 0.511 0.5386
F 4.332 -0.443 -5.056 0.2344
F 3.182 -2.129 -5.800 0.2310
F 4.698 -2.439 -4.275 0.2364
O 0.700 0.123 1.244 -0.2895
N 0.983 -0.905 -1.530 -0.1880
C 1.869 1.058 4.275 -0.0158
C 2.321 -0.502 -1.433 -0.0167
C -1.809 0.075 -1.344 -0.4743
C 0.572 -1.553 -2.702 -0.0377
C 3.198 -0.711 -2.451 0.1032
C 2.769 -1.366 -3.617 0.0746
C 3.788 -1.609 -4.757 -0.6122
C 1.435 -1.795 -3.725 0.1146
C 1.057 -0.007 3.864 0.2067
H 2.633 -0.036 -0.509 0.1299
H 0.991 1.060 1.185 0.1237
H 1.082 -2.307 -4.616 0.1736
H -2.677 -0.566 -1.536 0.0896
H 4.225 -0.373 -2.347 0.1771
H -0.021 0.031 4.033 0.1298
H -0.466 -1.864 -2.765 0.1364
H -1.567 0.794 -2.130 0.0914
H 1.430 2.056 4.296 0.1350
H 2.917 1.045 3.966 0.1376
H 1.866 0.677 5.368 0.2439
H 1.481 -1.007 3.757 0.1310
```